No. 1
{"formula": "C4H5NOS3", "method": "ωB97M-V/def2-TZVPD", "relative_energy_kj_mol": 249.6, "energy_ha": -1479.82917, "lumo_ev": -0.730, "homo_lumo_gap_ha": 0.278, "homo_energy_ev": -8.28, "symbols": ["C", "C", "C", "C", "N", "O", "S", "S", "S", "H", "H", "H", "H", "H"], "coordinates": [[-1.3709, 1.3238, 1.0032], [-0.6835, 0.0664, 1.3860], [-0.6255, 2.0415, 0.1310], [-0.0308, -0.3259, 0.2395], [0.9807, -1.5802, -1.6917], [0.4594, -2.8409, 0.4425], [2.1078, 1.3242, 0.0453], [0.3558, 0.9562, -0.8149], [1.1721, -1.6988, -0.0290], [-2.2137, 1.6032, 1.6410], [-0.9665, -0.5456, 2.2067], [-0.8539, 2.9849, -0.2050], [0.0991, -1.2682, -1.9997], [1.5699, -2.0404, -2.3551]], "atomic_forces_ev_per_a": [[1.3, 0.1, 2.1], [-1.1, -0.5, -4.3], [-2.2, -2.0, 0.2], [1.0, -1.4, 2.4], [0.6, 0.5, 0.7], [-1.0, -2.3, 1.3], [1.6, 0.5, -0.4], [0.1, 1.9, 0.2], [0.2, 1.2, -0.9], [0.4, 0.6, -0.4], [0.1, -0.4, 0.6], [-0.3, 2.0, -0.8], [-1.0, -0.1, -0.7], [0.3, -0.2, 0.1]]}


No. 2
{"formula": "C16H64ClInN28O16P", "method": "ωB97M-V/def2-TZVPD", "energy_ha": -4377.40264, "charge": -1, "lumo_ev": 1.354, "homo_lumo_gap_ha": 0.184, "homo_energy_ev": -3.64, "symbols": ["C", "C", "O", "In", "P", "O", "Cl", "H", "H", "H", "H", "H", "H", "H", "H", "C", "O", "N", "N", "H", "H", "H", "H", "C", "O", "N", "N", "H", "H", "H", "H", "C", "O", "N", "N", "H", "H", "H", "H", "C", "O", "N", "N", "H", "H", "H", "H", "C", "O", "N", "N", "H", "H", "H", "H", "C", "O", "N", "N", "H", "H", "H", "H", "C", "O", "N", "N", "H", "H", "H", "H", "C", "O", "N", "N", "H", "H", "H", "H", "C", "O", "N", "N", "H", "H", "H", "H", "C", "O", "N", "N", "H", "H", "H", "H", "C", "O", "N", "N", "H", "H", "H", "H", "C", "O", "N", "N", "H", "H", "H", "H", "C", "O", "N", "N", "H", "H", "H", "H", "C", "O", "N", "N", "H", "H", "H", "H"], "coordinates": [[-1.5179, -0.5120, 2.0099], [-1.4803, 0.9927, 1.9265], [-2.4459, 1.5266, 1.0844], [-4.3157, 1.7366, 1.9478], [-5.7319, -0.3737, 1.5662], [-4.9494, -1.6400, 2.3191], [-7.5013, -0.0160, 2.6891], [-2.1657, -0.8838, 2.7798], [-0.5304, -0.8374, 2.2652], [-1.7811, -0.9424, 1.0740], [-0.5299, 1.2462, 1.5090], [-1.4825, 1.4056, 2.9157], [-5.1434, 3.0228, 0.9998], [-4.3295, 2.2724, 3.6434], [-4.4010, -2.0924, 1.6815], [-4.2661, 1.6284, -3.0049], [-3.1077, 1.6797, -3.4280], [-5.3443, 1.5330, -3.8521], [-4.5823, 1.6734, -1.6881], [-6.2917, 1.4940, -3.5234], [-5.1632, 1.5063, -4.8330], [-3.8295, 1.7553, -1.0221], [-5.5273, 1.6331, -1.3458], [-3.4218, -3.3968, -0.8972], [-3.5921, -3.1813, 0.2994], [-3.7685, -2.4931, -1.8600], [-2.8736, -4.5566, -1.3539], [-3.6373, -2.6665, -2.8397], [-4.1764, -1.6257, -1.5587], [-2.6077, -5.2355, -0.6716], [-2.7178, -4.7428, -2.3306], [0.8871, 0.0139, -3.2976], [1.4426, -1.0676, -3.1458], [-0.4687, 0.1722, -3.1961], [1.5877, 1.1583, -3.5888], [-0.9405, 1.0546, -3.3155], [-1.0162, -0.6331, -2.9620], [2.5799, 1.0777, -3.6662], [1.1681, 2.0577, -3.7236], [-1.5899, -2.6002, -5.6846], [-1.5815, -3.3181, -4.6860], [-0.9866, -1.3908, -5.7420], [-2.2353, -2.9787, -6.8391], [-1.0139, -0.8149, -6.5668], [-0.4892, -1.0435, -4.9236], [-2.6976, -3.8642, -6.8393], [-2.2546, -2.4120, -7.6654], [-1.6378, 1.1051, -8.7865], [-0.9985, 0.0879, -8.5498], [-2.0637, 1.4176, -10.0529], [-1.9733, 2.0005, -7.8093], [-2.5859, 2.2410, -10.2743], [-1.8299, 0.7784, -10.7848], [-1.6783, 1.7974, -6.8723], [-2.4943, 2.8371, -7.9790], [2.0048, 1.6846, 3.9928], [0.8800, 1.6502, 3.5352], [3.1067, 1.9545, 3.2101], [2.2778, 1.4588, 5.3210], [4.0453, 1.9827, 3.5584], [2.9440, 2.1228, 2.2380], [1.4995, 1.2631, 5.9177], [3.2021, 1.4831, 5.7189], [4.8725, 0.2644, 7.8090], [4.4987, 1.3914, 7.5165], [4.3140, -0.8586, 7.2570], [5.8794, 0.0449, 8.7121], [4.6041, -1.7891, 7.4809], [3.5746, -0.7285, 6.5923], [6.3044, 0.8491, 9.1263], [6.2049, -0.8648, 8.9692], [-6.8106, -5.2367, 3.2956], [-6.2934, -6.3264, 3.5575], [-8.1722, -5.0547, 3.3505], [-6.0969, -4.1439, 2.9388], [-8.6194, -4.1830, 3.1439], [-8.7305, -5.8402, 3.6109], [-5.1017, -4.2271, 2.8836], [-6.5086, -3.2537, 2.7253], [-9.0477, 2.2010, -2.3251], [-8.3530, 1.2509, -2.0122], [-9.4804, 2.4071, -3.6170], [-9.4489, 3.1357, -1.4095], [-10.0500, 3.1806, -3.8948], [-9.2041, 1.7359, -4.3037], [-9.1418, 3.0077, -0.4639], [-10.0174, 3.9268, -1.6342], [4.6012, 3.7558, -3.8015], [3.5137, 3.7750, -4.3652], [5.7789, 4.0050, -4.4675], [4.7387, 3.4816, -2.4742], [6.6755, 3.9889, -4.0218], [5.7192, 4.2080, -5.4436], [3.9007, 3.3006, -1.9579], [5.6331, 3.4528, -1.9979], [-5.3843, -7.5670, 7.6154], [-5.3766, -8.1140, 8.7123], [-4.8256, -6.3327, 7.4041], [-5.9488, -8.1348, 6.5086], [-4.8256, -5.8712, 6.5133], [-4.4028, -5.8811, 8.1878], [-6.3692, -9.0334, 6.6178], [-5.9643, -7.6936, 5.5995], [7.4006, 1.3210, -0.9344], [7.1307, 2.4764, -1.2523], [6.8015, 0.2505, -1.5362], [8.3106, 1.0279, 0.0380], [6.9955, -0.7008, -1.2958], [6.1239, 0.4425, -2.2484], [8.7605, 1.7970, 0.4928], [8.5487, 0.0965, 0.3155], [12.2298, 0.3136, -0.6022], [12.0679, 0.5136, 0.5893], [12.0729, 1.3011, -1.5420], [12.5799, -0.9175, -1.1019], [12.1987, 1.1589, -2.5239], [11.8155, 2.2090, -1.2123], [12.7019, -1.6595, -0.4434], [12.7166, -1.1038, -2.0750], [6.6033, 4.2931, 4.3647], [7.1367, 3.2076, 4.5252], [5.2583, 4.4834, 4.5340], [7.3152, 5.4110, 3.9965], [4.7974, 5.3616, 4.4042], [4.7164, 3.6890, 4.8059], [8.2992, 5.3018, 3.8639], [6.9019, 6.3109, 3.8568]], "atomic_forces_ev_per_a": [[0.3, 0.3, 0.6], [0.0, -0.4, -0.8], [-1.3, 0.3, -0.1], [-0.5, 0.9, 0.6], [0.2, -0.1, -1.3], [-0.7, 0.8, 1.3], [0.3, -0.3, 0.3], [-0.7, -0.2, 0.4], [0.8, -0.5, 0.2], [-0.3, -0.4, -0.9], [0.9, 0.4, -0.3], [-0.2, 0.4, 0.7], [0.1, -0.3, -0.1], [0.3, -0.2, -0.2], [0.4, -0.6, -1.0], [0.0, 0.1, 0.3], [-0.3, 0.0, -0.1], [0.1, 0.0, 0.0], [0.3, -0.1, -0.3], [-0.1, -0.1, 0.2], [0.1, 0.0, -0.1], [0.1, 0.0, 0.1], [0.0, 0.0, 0.0], [-0.1, 0.4, -0.2], [0.0, -0.1, 0.0], [0.0, -0.1, 0.2], [-0.1, -0.1, -0.2], [0.2, 0.0, 0.0], [0.0, 0.0, 0.0], [0.1, -0.1, 0.1], [0.1, 0.2, 0.1], [-0.1, 0.2, 0.4], [-0.1, 0.2, -0.1], [0.5, 0.2, -0.2], [-0.2, -0.2, 0.0], [-0.2, -0.1, 0.2], [-0.1, -0.1, 0.3], [0.2, 0.1, -0.1], [0.0, 0.1, 0.0], [0.0, 0.0, 0.1], [-0.2, 0.1, -0.2], [0.2, 0.1, 0.3], [0.0, 0.0, 0.0], [0.1, -0.1, -0.2], [-0.4, -0.3, -0.5], [0.0, -0.1, 0.0], [0.1, 0.1, 0.0], [-0.1, 0.2, 0.2], [-0.2, 0.0, 0.0], [0.1, -0.1, 0.3], [0.1, -0.3, -0.3], [0.0, 0.1, 0.0], [0.1, -0.1, -0.1], [0.0, 0.0, 0.1], [0.0, 0.1, 0.0], [0.0, -0.1, 0.0], [0.4, 0.1, 0.2], [-0.1, 0.0, 0.3], [0.3, -0.1, -0.3], [0.1, -0.1, 0.0], [-0.1, 0.0, -0.1], [-0.1, 0.1, 0.1], [0.0, 0.1, 0.2], [0.0, -0.1, -0.1], [0.0, -0.1, -0.1], [0.1, 0.3, 0.1], [-0.2, 0.0, -0.2], [0.1, -0.1, 0.0], [-0.1, 0.0, -0.1], [0.1, 0.1, 0.0], [0.0, -0.1, 0.0], [0.1, 0.1, 0.0], [-0.2, 0.1, 0.2], [0.2, -0.1, 0.0], [-0.4, -0.5, 0.2], [0.1, 0.1, 0.0], [-0.1, -0.1, 0.0], [0.1, 0.1, -0.1], [0.2, 0.1, 0.0], [-0.1, 0.2, 0.2], [0.1, 0.1, -0.3], [0.1, 0.0, 0.3], [0.0, -0.2, -0.2], [0.0, 0.1, 0.0], [0.0, -0.1, -0.1], [0.1, 0.0, 0.1], [0.0, 0.1, -0.1], [-0.1, 0.0, 0.2], [0.2, 0.0, -0.1], [-0.2, 0.0, 0.1], [0.2, 0.2, -0.2], [0.0, 0.0, 0.1], [-0.1, 0.0, -0.1], [-0.1, 0.0, 0.0], [-0.2, -0.3, -0.1], [0.0, 0.0, 0.0], [0.0, 0.1, -0.2], [-0.1, -0.2, 0.0], [0.1, 0.2, -0.2], [-0.1, 0.0, -0.1], [0.0, 0.1, 0.1], [-0.1, -0.1, 0.1], [0.0, 0.1, 0.1], [-0.1, -0.2, 0.0], [0.3, 0.0, 0.1], [0.2, 0.3, 0.0], [-0.2, 0.1, -0.3], [0.0, -0.1, 0.1], [-0.1, 0.0, 0.0], [0.1, 0.1, 0.1], [0.0, -0.1, 0.0], [0.0, 0.0, -0.1], [0.0, -0.1, -0.2], [0.1, -0.2, 0.2], [-0.1, 0.3, 0.1], [0.0, -0.1, -0.1], [-0.1, 0.1, 0.1], [0.0, -0.1, 0.1], [0.0, 0.0, -0.1], [-0.1, 0.0, 0.0], [-0.1, 0.2, -0.1], [0.4, 0.0, -0.1], [-0.2, -0.2, 0.1], [0.0, 0.1, 0.0], [-0.1, 0.0, 0.1], [0.1, -0.1, 0.0], [-0.1, 0.0, 0.0]]}


No. 3
{"formula": "C48H52AsBrN2O6ScSi", "method": "ωB97M-V/def2-TZVPD", "relative_energy_kj_mol": 101.7, "energy_ha": -8281.58989, "charge": -1, "lumo_ev": 2.298, "homo_lumo_gap_ha": 0.266, "homo_energy_ev": -4.94, "symbols": ["Sc", "Br", "C", "C", "C", "C", "O", "C", "C", "N", "C", "C", "C", "C", "C", "C", "C", "C", "N", "C", "C", "H", "H", "H", "H", "H", "H", "H", "H", "H", "H", "C", "As", "C", "C", "O", "H", "H", "H", "H", "H", "H", "H", "H", "H", "C", "C", "C", "C", "Si", "O", "C", "C", "C", "C", "C", "C", "C", "C", "C", "C", "C", "C", "H", "H", "H", "H", "H", "H", "H", "H", "H", "H", "H", "H", "H", "H", "H", "H", "H", "H", "H", "C", "C", "C", "C", "C", "C", "H", "H", "H", "H", "H", "H", "H", "H", "H", "O", "C", "C", "C", "C", "C", "C", "C", "O", "O", "H", "H", "H", "H", "H"], "coordinates": [[0.0978, 0.7889, 0.9213], [-0.6739, 8.0286, 1.7067], [-0.7625, 6.1412, 1.9698], [-0.0566, 5.5579, 3.0190], [-0.0853, 4.1951, 3.1951], [-0.7782, 3.3388, 2.3005], [-0.7746, 2.0609, 2.4550], [-1.4951, 3.9771, 1.2414], [-2.3036, 3.1758, 0.3512], [-2.0735, 1.9423, 0.1173], [-3.0647, 1.2009, -0.5309], [-3.6979, 1.5496, -1.6948], [-4.7471, 0.7493, -2.1989], [-5.1614, -0.3705, -1.5373], [-4.5111, -0.7700, -0.3433], [-4.8803, -1.9067, 0.4117], [-4.2030, -2.1914, 1.5619], [-3.1220, -1.3625, 1.9409], [-2.7330, -0.3217, 1.2584], [-3.4355, -0.0009, 0.1440], [-1.4994, 5.3646, 1.1073], [0.5222, 6.1807, 3.6894], [0.4777, 3.7346, 3.9962], [-3.2036, 3.6520, -0.0581], [-3.3843, 2.4368, -2.2308], [-5.2257, 1.0390, -3.1260], [-5.9741, -0.9753, -1.9223], [-5.6993, -2.5295, 0.0702], [-4.4618, -3.0436, 2.1768], [-2.5530, -1.5784, 2.8336], [-2.0604, 5.8233, 0.3011], [1.0915, -2.4955, 1.8734], [1.4457, -0.1375, 3.4446], [3.2280, -0.6645, 4.0452], [0.6340, 0.7409, 4.9647], [1.7440, 1.0203, 2.2550], [2.0296, -2.8102, 2.3295], [1.0490, -2.6718, 0.8045], [-1.0138, -2.8696, 2.0323], [3.2014, -1.3258, 4.9090], [3.7683, 0.2471, 4.2991], [3.7375, -1.1534, 3.2164], [0.6609, 0.1176, 5.8569], [-0.3812, 1.0176, 4.6899], [1.2108, 1.6502, 5.1331], [-1.3970, -3.2020, -1.1062], [-1.0410, -2.4747, -2.4074], [-2.2689, -1.7077, -2.9032], [-0.6644, -3.5094, -3.4677], [0.2908, -1.1620, -1.9830], [-0.1838, -0.4070, -0.6524], [0.3691, 0.1146, -3.3843], [1.0194, -0.0869, -4.6030], [1.0487, 0.8972, -5.5831], [0.4279, 2.1187, -5.3591], [-0.2201, 2.3426, -4.1531], [-0.2510, 1.3497, -3.1835], [2.0134, -1.9520, -1.8527], [2.8527, -1.6655, -0.7741], [4.1363, -2.1889, -0.6937], [4.6229, -3.0103, -1.6998], [3.8149, -3.3007, -2.7895], [2.5308, -2.7765, -2.8582], [-2.2203, -3.9086, -1.2767], [-1.7032, -2.4936, -0.3334], [-0.5449, -3.7706, -0.7196], [-3.1406, -2.3733, -2.9532], [-2.0995, -1.2951, -3.9014], [-2.5185, -0.8768, -2.2429], [-1.5398, -4.1273, -3.7075], [0.1244, -4.1792, -3.1225], [-0.3368, -3.0395, -4.4005], [1.5371, -1.0220, -4.7934], [1.5681, 0.7149, -6.5172], [0.4643, 2.8961, -6.1130], [-0.6831, 3.3025, -3.9534], [-0.7358, 1.5487, -2.2346], [2.5065, -1.0055, 0.0079], [4.7612, -1.9389, 0.1559], [5.6267, -3.4149, -1.6403], [4.1839, -3.9324, -3.5895], [1.9307, -3.0170, -3.7260], [0.5283, -2.9017, 5.1132], [-0.2060, -3.5265, 3.9354], [0.3964, -4.9010, 3.6284], [-1.6696, -3.7312, 4.3451], [-0.1524, -2.6626, 2.6657], [0.3772, -1.2579, 2.4141], [0.4815, -3.5605, 5.9855], [0.0730, -1.9492, 5.3851], [1.5833, -2.7375, 4.8883], [0.2755, -5.5776, 4.4795], [1.4603, -4.8253, 3.4005], [-0.0966, -5.3492, 2.7624], [-1.7385, -4.4086, 5.2006], [-2.2453, -4.1631, 3.5226], [-2.1375, -2.7872, 4.6326], [1.5868, 5.1499, -0.2505], [2.1853, 4.7029, -1.3846], [2.7087, 5.5901, -2.3215], [3.3426, 5.1152, -3.4597], [3.4800, 3.7520, -3.6669], [2.9665, 2.8712, -2.7263], [2.3066, 3.3249, -1.5921], [1.6872, 2.2985, -0.6850], [2.2501, 1.2110, -0.5027], [0.5443, 2.5623, -0.1949], [1.4826, 6.1077, -0.2870], [2.6186, 6.6579, -2.1484], [3.7340, 5.8207, -4.1832], [3.9690, 3.3765, -4.5564], [3.0444, 1.7993, -2.8643]], "atomic_forces_ev_per_a": [[-0.4, 0.2, 0.2], [0.0, 0.0, 0.0], [-0.1, 0.0, -0.1], [0.0, 0.0, 0.0], [0.0, 0.0, 0.0], [0.0, 0.0, -0.1], [0.1, -0.1, -0.1], [0.1, 0.0, 0.1], [0.0, -0.1, 0.0], [0.1, 0.0, -0.1], [-0.1, -0.1, -0.1], [0.0, 0.0, 0.1], [0.0, 0.0, 0.0], [0.0, 0.0, 0.0], [0.0, 0.0, 0.0], [0.0, 0.0, 0.0], [0.0, 0.0, 0.0], [-0.1, 0.0, 0.0], [-0.1, 0.0, 0.0], [0.0, 0.0, -0.1], [0.0, 0.0, 0.0], [0.0, 0.0, 0.0], [0.0, 0.0, 0.0], [0.0, 0.0, 0.0], [0.0, 0.0, 0.0], [0.0, 0.0, 0.0], [0.0, 0.0, 0.0], [0.0, 0.0, 0.0], [0.0, 0.0, 0.0], [0.0, 0.0, 0.0], [0.0, 0.0, 0.0], [0.2, 0.1, -0.2], [0.2, 0.1, 0.0], [-0.1, 0.0, 0.0], [0.1, 0.0, 0.0], [0.2, -0.1, 0.0], [0.0, 0.0, 0.0], [0.0, 0.0, 0.0], [0.0, 0.0, 0.0], [0.0, 0.0, 0.0], [0.0, 0.0, 0.0], [0.0, 0.0, 0.0], [0.0, 0.0, 0.0], [0.0, 0.0, 0.0], [0.0, 0.0, 0.0], [0.0, 0.0, 0.0], [0.1, 0.0, 0.0], [0.0, 0.0, 0.0], [0.0, 0.0, 0.0], [0.1, 0.1, -0.1], [0.0, -0.1, 0.2], [0.0, -0.1, 0.0], [0.1, 0.0, 0.0], [0.0, 0.0, 0.0], [0.0, 0.0, 0.0], [0.0, 0.0, 0.0], [0.0, 0.0, 0.0], [-0.1, 0.0, -0.1], [0.0, 0.0, 0.0], [0.0, 0.0, 0.0], [0.0, 0.0, 0.0], [0.0, 0.0, 0.0], [0.0, 0.0, 0.0], [0.0, 0.0, 0.0], [0.0, 0.0, 0.0], [0.0, 0.0, 0.0], [0.0, 0.0, 0.0], [0.0, 0.0, 0.0], [0.0, 0.0, 0.0], [0.0, 0.0, 0.0], [0.0, 0.0, 0.0], [0.0, 0.0, 0.0], [0.0, 0.0, 0.0], [0.0, 0.0, 0.0], [0.0, 0.0, 0.0], [0.0, 0.0, 0.0], [0.0, 0.0, 0.0], [0.0, 0.0, 0.0], [0.0, 0.0, 0.0], [0.0, 0.0, 0.0], [0.0, 0.0, 0.0], [0.0, 0.0, 0.0], [0.1, 0.0, 0.0], [0.0, 0.0, 0.1], [0.0, 0.0, 0.0], [0.0, 0.0, 0.0], [-0.1, 0.1, 0.0], [-0.3, -0.3, 0.2], [0.0, 0.0, 0.0], [0.0, 0.0, 0.0], [0.0, 0.0, 0.0], [0.0, 0.0, 0.0], [0.0, 0.0, 0.0], [0.0, 0.0, 0.0], [0.0, 0.0, 0.0], [0.0, 0.0, 0.0], [0.0, 0.0, 0.0], [-0.1, 0.0, 0.0], [0.0, 0.0, 0.0], [0.0, 0.0, 0.0], [0.0, 0.0, 0.0], [0.0, 0.0, 0.0], [0.0, 0.0, 0.0], [0.0, 0.0, 0.0], [0.1, 0.0, -0.1], [0.0, 0.0, -0.1], [0.0, 0.2, 0.1], [0.0, -0.1, 0.0], [0.0, 0.0, 0.0], [0.0, 0.0, 0.0], [0.0, 0.0, 0.0], [0.0, 0.0, 0.0]]}